# 1
13
Properties=species:S:1:pos:R:3:forces:R:3 method="wB97M-V/def2-TZVPD" relative_energy_ev=2.431 energy_ev=-46688.46213 gap_ev="8.016 / 5.926" e_lumo_ev="-1.51 / -2.24"
C -1.2337 -0.6712 -0.4056 0.2 1.0 -1.3
C 1.0210 0.6852 -0.5501 -0.2 -1.7 1.6
C -0.3264 0.4094 0.1459 1.0 0.1 0.8
S 2.1352 -0.8343 -0.5217 -1.0 -0.1 -0.5
H -1.3652 -0.8186 -1.4906 0.2 1.0 0.2
H 0.7854 1.0554 -1.5109 0.4 0.2 -1.3
P 3.7965 -0.4183 0.6097 -0.4 -0.4 0.3
H -2.1554 -0.4179 0.0336 -1.5 -0.4 0.3
Cl 4.6224 1.0821 -0.4481 0.5 0.8 -0.3
H 1.5662 1.3684 0.0505 0.4 1.0 0.2
H -0.1360 0.1177 1.2280 -0.1 0.4 -1.0
S -1.1522 2.0007 0.3140 -0.1 0.0 0.0
H -0.9082 -1.6127 -0.1263 0.6 -1.9 1.1

# 2
14
Properties=species:S:1:pos:R:3:forces:R:3 method="wB97M-V/def2-TZVPD" s_squared=0.754 relative_energy_ev=1.476 energy_ev=-11942.49281 gap_ev="5.868 / 5.745" e_lumo_ev="-1.18 / -1.30" spin_multiplicity=2
C -2.9073 1.0484 -0.6721 2.6 2.5 0.7
C -2.3982 -0.3369 -0.6824 -4.8 0.6 0.4
Cs 1.3353 -3.2040 0.8855 0.6 0.7 -0.2
O 3.8360 -0.9625 0.1782 -1.2 -0.8 0.2
H -3.7102 1.3420 0.0100 0.1 -0.4 -0.3
H 2.4977 0.7495 0.8079 0.6 0.0 -0.2
H -1.8264 -0.6497 -1.5687 -0.6 0.1 0.5
H -3.6352 -0.4693 -0.6442 2.7 -2.9 -0.7
C 4.2459 0.2358 0.1966 1.6 -0.9 -0.3
O 5.3736 0.6404 -0.0845 -0.6 0.2 0.1
O 3.3495 1.1761 0.6179 -1.2 1.0 0.4
O -1.7217 -0.7523 0.4911 0.5 -0.5 0.1
H -2.2760 -0.6559 1.2741 -0.1 0.2 -0.3
H -2.1630 1.8384 -0.8093 -0.4 0.3 -0.5

# 3
13
Properties=species:S:1:pos:R:3:forces:R:3 method="wB97M-V/def2-TZVPD" relative_energy_ev=2.069 energy_ev=-19418.69028 gap_ev=8.781 smiles=CC(F)(F)C#[PH]N e_lumo_ev=-0.13
C -2.1056 -0.5119 0.4687 2.4 -2.0 -3.8
H -1.6746 -1.2199 1.0987 0.6 -1.0 1.6
P 1.6885 0.4423 0.4337 -0.1 -0.4 1.1
N 2.5686 -0.2801 -0.8140 -2.5 -1.2 -3.1
H -2.3755 -1.1438 -0.4225 -0.2 0.9 0.7
C -1.0142 0.4342 0.0268 1.3 -0.4 1.2
H 2.0045 -0.5076 -1.7808 1.5 0.7 3.4
H 3.2701 0.3621 -1.0831 1.2 0.7 -0.5
F -1.4518 1.6911 -0.1055 -0.8 1.2 0.0
H 2.4282 0.2326 1.5878 0.7 0.0 -0.2
F -0.6104 0.0976 -1.2566 0.0 -0.4 -0.7
H -2.9085 -0.0682 0.8692 -2.8 1.8 1.5
C 0.1806 0.4716 0.9775 -1.4 0.2 -1.1